{"formula": "C5H16NO2", "method": "ωB97M-V/def2-TZVPD", "elements": ["C", "C", "C", "C", "C", "N", "H", "H", "H", "H", "H", "H", "H", "H", "H", "H", "H", "H", "H", "H", "O", "H", "H", "O"], "positions_angstrom": [[0.246, 1.945, 1.450], [0.897, 0.554, 1.377], [0.228, -0.632, 0.712], [0.304, -1.967, 1.072], [-0.738, -3.019, 0.685], [-0.206, 2.668, 0.232], [1.019, 2.576, 1.881], [-0.612, 1.869, 2.126], [1.177, 0.258, 2.402], [1.865, 0.654, 0.806], [-0.544, -0.419, -0.031], [0.912, -2.290, 1.931], [-0.162, -3.891, 0.283], [-1.429, -2.630, -0.090], [-1.335, -3.580, 1.425], [-0.992, 2.224, -0.264], [0.516, 2.779, -0.470], [-0.489, 3.625, 0.445], [0.614, -0.092, -3.455], [0.156, -1.441, -3.609], [0.760, -0.954, -3.022], [-0.094, 0.172, -2.050], [-1.479, 0.570, -1.895], [-0.615, 1.020, -1.942]], "atomic_forces_ev_per_a": [[-0.1, -0.4, 0.9], [0.7, -1.1, -1.2], [-1.0, 1.8, -0.2], [-1.8, -2.7, 2.1], [0.9, 1.2, -1.5], [-0.5, 0.0, -0.5], [-0.2, 0.1, 0.3], [0.1, 0.4, -0.1], [0.1, 0.3, -0.3], [-0.4, -0.2, 0.4], [0.4, 0.1, -0.1], [0.4, 0.3, -0.7], [0.0, 0.4, -0.1], [0.4, -0.3, 0.4], [0.5, 0.7, 0.6], [0.3, -0.1, 0.0], [0.4, -0.2, -0.4], [-0.1, 0.1, 0.4], [1.0, 0.0, -0.2], [0.4, -0.7, 0.3], [-1.0, 0.6, -0.7], [0.1, 0.9, 0.0], [-0.3, 0.8, -0.4], [-0.4, -1.6, 0.7]], "total_energy_ev": -11009.8429, "homo_energy_ha": [-0.68610, -0.68604], "total_charge": 2, "molar_mass_g_mol": 122.19, "s_squared": 0.753, "spin_multiplicity": 2, "lumo_energy_ev": [-8.2, -11.9], "homo_lumo_gap_ev": [10.45, 6.78]}

***

{"formula": "CH3O3PS", "method": "ωB97M-V/def2-TZVPD", "elements": ["O", "C", "O", "O", "P", "S", "H", "H", "H"], "positions_angstrom": [[-0.274, -0.851, -0.719], [-0.161, 0.127, 0.263], [-0.969, -0.169, 1.341], [-0.316, 1.340, -0.332], [1.814, -0.062, 0.672], [2.707, 0.348, -1.045], [-0.817, -1.544, -0.269], [-1.923, -0.375, 1.332], [-0.059, 1.186, -1.244]], "atomic_forces_ev_per_a": [[-1.5, -1.7, 0.3], [1.4, -0.7, -0.3], [0.8, 0.4, 1.3], [-1.1, 0.7, 0.4], [0.0, 0.3, -1.0], [-1.1, -0.3, 1.8], [0.7, 0.4, -1.0], [0.6, 0.6, -1.1], [0.1, 0.3, -0.4]], "total_energy_ev": -27350.8534, "homo_energy_ha": -0.31552, "smiles": "OC(O)(O)P=S", "total_charge": 0, "molar_mass_g_mol": 126.07, "lumo_energy_ev": -1.4, "homo_lumo_gap_ev": 7.21}

***

{"formula": "CH2ClN4", "method": "ωB97M-V/def2-TZVPD", "elements": ["Cl", "N", "N", "N", "C", "N", "H", "H"], "positions_angstrom": [[-0.480, -0.081, -2.544], [-0.454, -0.039, -0.877], [-1.481, -0.070, -0.098], [-1.052, -0.035, 1.151], [0.267, 0.052, 1.111], [0.667, 0.023, -0.153], [0.932, 0.101, 1.954], [1.602, 0.047, -0.545]], "atomic_forces_ev_per_a": [[0.0, 0.0, 0.1], [0.2, 0.0, 0.2], [-0.2, -0.1, 0.1], [-0.3, 0.3, -0.3], [0.1, -0.3, 0.1], [0.3, 0.2, 0.0], [0.1, 0.0, 0.1], [0.0, 0.0, -0.2]], "total_energy_ev": -19541.3648, "homo_energy_ha": -0.62069, "smiles": "Cln1nnc[nH+]1", "total_charge": 1, "molar_mass_g_mol": 105.51, "lumo_energy_ev": -5.6, "homo_lumo_gap_ev": 11.32}

***

What is the formula in the second record?
CH3O3PS